{
  "formula": "C6H10N2",
  "method": "ωB97M-V/def2-TZVPD",
  "species": ["C", "C", "C", "C", "C", "C", "H", "H", "H", "H", "H", "H", "H", "H", "H", "H", "N", "N"],
  "positions_angstrom": [[-0.387, -0.591, 1.858], [0.797, -0.410, 0.268], [-0.722, 0.044, 0.531], [-1.212, -0.333, -0.932], [-0.165, 0.514, -1.553], [1.076, 0.502, -0.899], [-0.370, -1.706, 2.076], [-0.801, -0.218, 2.916], [1.531, -1.063, 1.774], [0.836, -1.564, 0.011], [-0.473, 1.254, 0.777], [-1.147, -1.556, -1.045], [-2.353, -0.159, -1.173], [-0.326, 0.619, -2.615], [0.580, 2.614, -1.392], [1.887, 0.485, -1.526], [1.031, -0.200, 1.682], [0.218, 1.768, -0.757]],
  "forces_ev_per_angstrom": [[-1.045, -1.082, 4.866], [-1.887, 0.756, -1.176], [1.758, -0.268, 0.084], [-3.593, -2.014, 3.007], [-2.794, 1.431, -2.929], [0.051, 0.413, 1.942], [-0.638, 0.805, -1.127], [0.377, -0.193, -2.446], [1.108, -0.049, 1.870], [0.029, 2.246, 0.026], [-1.637, -3.631, -0.947], [0.389, 3.177, -0.058], [2.358, 0.299, 0.225], [0.672, 0.301, -0.308], [-0.808, -2.848, 1.185], [2.327, 0.280, -0.909], [1.179, -0.916, -0.064], [2.153, 1.292, -3.240]],
  "spin_multiplicity": 1,
  "charge": 0,
  "relative_energy_ev": 6.571,
  "gap_ev": 10.0,
  "lumo_energy_ev": 1.00
}